2 unconnected molecules or ions with the total composition C4H8N2O2S2 in a non-equilibrium geometry, computed with wB97M-V/def2-TZVPD.

ORCA input file:
```
! wB97M-V def2-TZVPD RIJCOSX def2/J DEFGRID3
* xyz 0 1
C 1.4985 1.0218 -1.9042
C -0.2318 0.4215 -0.4173
C -1.5969 -0.1899 -0.4472
C 0.5816 -0.4076 1.5349
N 0.6455 0.0589 -1.4325
N 1.1480 2.2220 -1.3425
O 2.3818 0.8440 -2.7048
O 0.4241 2.4773 1.1357
S 0.9045 -2.0896 1.2164
S -0.1287 2.2369 -0.1809
H -2.0985 0.0146 -1.3956
H -2.2022 0.2086 0.3614
H -1.5251 -1.2719 -0.3295
H -0.2688 -0.2563 2.1733
H 1.4337 0.2221 1.7078
H 0.7513 -0.9024 -1.7181
H 1.6784 3.0431 -1.5842
H 2.1039 -1.9298 0.6523
*
```

Properties
- Energy above the lowest of the compared OMol25 structures with the same formula, charge and spin: 2.853 eV
- Max |F|: 3.2 eV Å⁻¹
- Calculated total energy: -33021.53850 eV
- HOMO: -0.2954 Eh
- Kohn-Sham gap: 0.3086 Eh